# 1
Here is C36H36IrN3O7SSbSe as an isolated structure at a distorted geometry from OMol25. Energies are from ωB97M-V/def2-TZVPD.

For the HOMO-LUMO gap (alpha / beta), the calculation gives 3.2943 / 6.6534 eV. Its spin multiplicity is 6. As for the calculated total energy: -142271.910 eV. The HOMO energy (alpha / beta) is 0.81 / -2.56 eV. The calculation puts the energy above the lowest of the compared OMol25 structures with the same formula, charge and spin at 181.33 kJ/mol. The total charge is -2. As for the LUMO energy (alpha / beta): 4.11 / 4.10 eV.

```
86
Properties=species:S:1:pos:R:3:forces:R:3:lowdin_spin:R:1
Ir 0.34078 -0.01649 1.73189 1.9 -0.2 1.7 1.920
S 1.85618 -0.88209 3.10449 -1.1 0.7 -0.9 1.017
Sb 2.83928 0.62211 -0.66461 0.6 0.6 -0.4 0.020
C 1.18758 1.80331 -1.31781 0.1 -0.4 0.1 0.227
C 0.77228 2.58331 -0.10951 0.2 0.6 -0.4 0.085
C -0.67052 2.96631 -0.16321 -0.1 0.0 -0.3 0.220
C -1.33452 2.97911 -1.34471 -0.3 0.4 0.3 0.013
C -0.76452 2.47691 -2.52861 -0.1 0.3 -0.3 0.308
C 0.46228 1.80161 -2.46421 0.5 -0.2 -0.2 0.018
C 3.36448 0.08351 -2.74731 -0.2 0.1 0.5 -0.001
C 2.56048 -0.82729 -3.41941 -0.1 -0.1 0.1 0.000
C 2.86148 -1.24459 -4.70361 -0.1 -0.1 -0.2 0.000
C 3.98048 -0.74609 -5.34851 0.1 -0.1 -0.2 0.000
C 4.79548 0.15821 -4.69061 0.2 0.0 -0.2 0.000
C 4.48988 0.55941 -3.40221 0.1 0.1 0.0 -0.001
C 4.18878 2.35131 -0.83261 -0.4 -0.5 0.2 0.015
C 5.42418 2.30871 -0.20481 0.0 -0.1 0.1 0.001
C 6.28698 3.39171 -0.24751 0.2 0.0 0.0 0.001
C 5.90818 4.54571 -0.91291 0.2 0.1 0.0 0.000
C 4.68348 4.59531 -1.55811 0.0 0.2 -0.1 0.001
C 3.83958 3.49861 -1.52771 -0.1 0.1 -0.1 0.006
H 1.32018 3.57201 -0.17391 -0.2 -0.1 -0.2 0.051
H -1.14562 3.25581 0.75889 -0.2 0.1 0.1 0.010
H -2.36472 3.32201 -1.36801 0.0 0.0 0.0 -0.006
H -1.32602 2.50511 -3.45351 0.0 0.0 0.0 0.021
H 0.81308 1.24141 -3.32501 0.0 0.0 -0.1 -0.006
H 1.68728 -1.21759 -2.91281 -0.1 -0.1 0.0 0.000
H 2.22568 -1.96049 -5.21171 -0.1 0.0 0.0 0.000
H 4.22268 -1.06639 -6.35411 0.0 0.0 -0.1 0.000
H 5.67508 0.54891 -5.18671 0.1 0.0 0.0 0.000
H 5.13478 1.26391 -2.89681 0.1 0.1 0.0 0.000
H 5.71088 1.40831 0.32669 0.1 0.0 0.1 0.000
H 7.25468 3.34061 0.24079 0.0 0.0 0.0 0.000
H 6.56888 5.40391 -0.92561 0.0 0.0 0.0 0.000
H 4.39078 5.49441 -2.08721 0.0 0.0 0.0 0.000
H 2.89338 3.52711 -2.05221 -0.1 0.1 0.0 0.003
O -1.55502 0.39811 0.38899 -0.1 -0.3 -0.1 0.071
C -2.50402 0.25881 -0.34361 -0.7 0.5 -0.3 0.010
C -3.93302 0.12771 0.12599 0.2 -0.1 0.2 0.002
C -4.26162 -1.37559 0.05989 -0.2 0.0 -0.1 0.001
C -3.98422 -2.06909 -1.28701 0.1 -0.2 0.1 0.000
C -2.49492 -2.33479 -1.57731 -0.1 0.0 -0.2 0.000
C -1.72182 -1.11589 -2.13161 0.2 -0.4 0.0 0.000
N -2.37892 0.10771 -1.72201 -0.2 0.3 0.1 0.011
H -4.60452 0.69481 -0.52491 0.0 0.1 -0.1 0.000
H -4.03802 0.47361 1.15379 0.1 0.1 0.0 0.000
H -5.32312 -1.50059 0.29449 0.0 0.0 0.1 0.000
H -3.69352 -1.87339 0.84929 -0.1 -0.1 0.0 0.000
H -4.45162 -1.51249 -2.10951 -0.1 -0.1 0.0 0.000
H -4.48602 -3.04159 -1.25091 0.0 0.0 0.0 0.000
H -2.40412 -3.17509 -2.27221 0.1 0.0 0.0 0.000
H -2.03692 -2.63179 -0.63561 0.0 -0.1 -0.1 0.000
H -1.67812 -1.13429 -3.22421 0.0 0.0 0.1 0.000
H -0.70342 -1.10209 -1.73801 0.0 0.0 -0.1 0.000
H -3.26432 0.23111 -2.19941 0.1 -0.1 0.3 0.000
O -1.11342 4.72261 2.70629 -0.3 -0.2 -0.3 0.058
Se 0.40458 4.13501 2.68499 -0.3 0.4 0.3 0.082
O -0.05832 2.13801 3.67439 0.2 0.8 0.8 0.057
O 1.23838 1.98261 1.02709 -0.1 -1.1 0.5 0.135
O 1.14148 4.78701 3.95869 0.6 0.0 0.4 0.041
C -1.64992 -5.54439 2.51279 -0.2 -0.1 0.2 0.001
N -0.97202 -4.53719 1.74229 0.1 0.2 0.0 0.003
C 0.10378 -4.85319 0.98269 0.1 0.3 -0.3 0.005
C 0.75688 -3.91389 0.26889 0.2 -0.3 0.0 0.003
C 0.37828 -2.53549 0.45409 -0.5 0.0 0.1 0.016
O 0.98738 -1.58609 -0.08611 -0.1 -0.1 -0.1 0.026
N -0.68182 -2.25279 1.24759 0.3 0.5 -0.3 0.069
C -1.45342 -3.18919 1.79399 -0.1 -0.8 0.0 0.012
O -2.55112 -3.00729 2.30019 -0.2 0.0 0.1 0.009
H -0.99162 -5.93549 3.29339 0.0 -0.1 0.0 0.000
H -1.99202 -6.36829 1.87829 0.0 0.0 0.0 0.000
H -2.50932 -5.05359 2.96989 0.1 -0.2 0.0 0.000
H 0.38288 -5.90059 0.96969 0.0 0.0 0.0 0.000
H 1.59978 -4.14529 -0.35691 0.1 -0.1 -0.1 0.000
C -0.49742 1.05701 3.27949 -0.2 -0.7 -1.7 0.184
C -1.67752 0.40271 3.79259 0.0 -0.1 0.7 0.036
C -2.88402 1.12331 3.88899 0.3 0.1 -0.1 0.059
C -4.01152 0.53221 4.41129 -0.2 0.0 0.0 0.003
C -3.97542 -0.77359 4.88909 -0.1 -0.1 0.1 0.085
C -2.78252 -1.48729 4.81839 -0.1 0.0 0.1 0.007
C -1.65742 -0.92509 4.26349 0.1 0.2 0.0 0.069
H -2.90052 2.14431 3.53779 0.0 0.2 0.0 0.004
H -4.93002 1.10611 4.46029 -0.1 0.0 0.0 -0.002
H -4.85902 -1.21959 5.32659 -0.1 -0.1 0.0 0.008
H -2.73212 -2.49549 5.20859 0.0 -0.1 0.0 -0.002
H -0.72912 -1.48009 4.21759 0.0 0.0 0.0 0.011
```
Positions in Å, forces in eV/Å.

=====

# 2
Here is C36H36N9OPSTi as an isolated structure from OMol25. Energies are from ωB97M-V/def2-TZVPD.

For the HOMO-LUMO gap (alpha / beta), the calculation gives 7.9700 / 7.6378 eV. Its spin multiplicity is 3. As for the calculated total energy: -96603.039 eV. The HOMO energy (alpha / beta) is -12.78 / -13.17 eV. The calculation puts the energy above the lowest of the compared OMol25 structures with the same formula, charge and spin at 190.53 kJ/mol. The total charge is +2. As for the LUMO energy (alpha / beta): -4.81 / -5.53 eV.

```
85
Properties=species:S:1:pos:R:3:forces:R:3:lowdin_spin:R:1
Ti 0.38208 -0.91484 0.30320 -0.3 -0.4 0.3 0.942
C 1.06979 2.11805 0.00148 0.1 0.0 0.0 0.001
N 1.67991 0.84610 -0.45742 0.0 0.0 0.0 0.005
C 3.06964 0.67328 0.01839 -0.1 0.0 0.0 0.001
C 2.99829 0.24886 1.44645 0.0 0.0 -0.1 0.001
N 1.92653 -0.34014 1.90437 0.0 -0.1 0.0 0.002
C 2.19284 -0.64311 3.23510 -0.1 0.0 0.1 0.002
C 1.39901 -1.25751 4.20232 0.0 0.0 0.0 0.001
C 1.94275 -1.41484 5.45925 0.0 0.0 0.0 0.000
C 3.24286 -0.97439 5.75931 0.0 0.0 0.0 0.000
C 4.03816 -0.36023 4.81372 -0.1 0.0 0.0 0.000
C 3.48076 -0.20730 3.54896 0.1 0.0 0.0 0.000
N 3.97033 0.36244 2.37697 -0.1 0.0 0.0 0.001
C 0.11779 1.91992 1.13895 0.2 0.3 -0.2 0.002
N -0.44916 0.77869 1.41669 -0.3 -0.3 0.1 0.005
C -1.24350 1.00621 2.54540 0.0 -0.1 -0.1 0.004
C -2.02068 0.13369 3.30734 0.0 0.0 0.0 0.002
C -2.68901 0.66462 4.39122 0.0 0.0 0.0 0.001
C -2.59042 2.02504 4.72228 0.0 0.0 0.0 0.000
C -1.81307 2.89499 3.98583 0.0 -0.1 0.0 0.001
C -1.14184 2.35070 2.89615 -0.1 0.1 0.1 0.000
N -0.25915 2.90392 1.97809 0.1 -0.1 -0.1 0.000
H 0.52354 2.56310 -0.82998 0.0 0.0 0.0 0.000
H 1.84993 2.82395 0.30108 0.0 0.0 0.0 0.000
H 1.69804 0.84326 -1.47373 0.0 0.0 0.0 0.002
H 3.65308 1.59100 -0.10384 0.0 0.0 0.0 0.000
H 3.53515 -0.10941 -0.58671 0.0 0.0 0.0 0.000
H 0.39380 -1.58948 3.97882 0.0 0.0 0.0 0.000
H 1.36033 -1.88543 6.23964 0.0 0.0 0.0 0.000
H 3.62867 -1.11994 6.75887 0.0 0.0 0.0 0.000
H 5.03714 -0.02077 5.04983 0.0 0.0 0.0 0.000
H 4.87201 0.78894 2.24465 0.0 0.0 0.0 0.000
H -2.09148 -0.91810 3.06504 0.0 0.0 0.0 0.001
H -3.30035 0.02006 5.00808 0.0 0.0 0.0 0.000
H -3.12980 2.39858 5.58165 0.0 0.0 0.0 0.000
H -1.72935 3.93935 4.25300 0.0 0.0 0.0 0.000
H 0.05334 3.86017 1.94533 0.0 0.0 0.0 0.000
N -2.88983 -0.79403 0.35823 -0.1 0.0 0.0 0.392
N -1.79684 -1.52690 0.25897 0.4 0.2 0.0 0.539
C 0.69505 -2.87099 1.04272 0.3 0.0 -0.2 0.004
N 0.30832 -3.94881 1.68152 -0.1 0.0 0.0 0.000
S 2.13692 -2.74855 0.19263 -0.3 0.1 0.0 0.028
H -2.77770 0.18477 0.58210 0.1 0.0 0.0 0.007
H -3.80531 -1.21045 0.44377 0.0 -0.1 0.0 0.010
H -2.04298 -2.48870 0.04553 0.0 0.0 0.1 0.014
H -0.56357 -3.96389 2.18601 0.0 0.0 0.0 0.001
H 0.87202 -4.78873 1.71168 0.0 0.0 0.0 -0.001
O -1.86567 1.87695 -0.80679 -0.1 0.1 0.0 0.001
N -1.34401 0.84996 -1.59915 0.2 0.0 0.0 0.006
C -2.04987 0.58217 -2.61777 -0.1 0.0 -0.1 0.000
C -1.78141 -0.40899 -3.66567 -0.1 0.1 0.0 0.000
C -2.58888 -0.23731 -4.79820 0.1 -0.1 0.0 0.000
C -2.43708 -1.03219 -5.91902 0.0 0.1 0.1 0.000
C -1.46577 -2.01956 -5.91504 0.0 0.0 -0.1 0.000
C -0.67864 -2.21198 -4.79235 0.0 0.0 0.0 0.000
C -0.81968 -1.42802 -3.64689 0.0 0.0 -0.1 -0.002
P 0.32474 -1.84409 -2.26325 0.0 0.1 -0.1 0.012
C 1.89213 -1.25229 -3.01860 0.0 0.0 0.0 0.004
C 1.81725 -0.05638 -3.74455 0.0 0.0 0.0 0.000
C 2.95989 0.55559 -4.24013 0.0 0.0 0.0 0.000
C 4.20420 -0.02347 -4.03574 0.0 0.0 0.0 0.001
C 4.29320 -1.21280 -3.32969 0.0 0.0 0.0 0.000
C 3.15255 -1.81693 -2.81504 0.0 0.0 0.0 0.001
C 0.16557 -3.66139 -2.33745 0.0 -0.1 0.1 0.003
C 1.18270 -4.57086 -2.60146 0.0 0.0 0.0 0.001
C 0.92570 -5.93608 -2.58370 0.0 0.0 0.0 0.001
C -0.34388 -6.40961 -2.29669 0.0 0.0 0.0 0.000
C -1.37057 -5.51046 -2.03938 0.0 0.0 0.0 0.001
C -1.11458 -4.14914 -2.06127 0.0 0.0 0.0 0.001
H -2.57638 2.32193 -1.29896 0.0 0.0 0.0 0.000
H -2.96041 1.16501 -2.79176 0.0 0.0 0.0 0.000
H -3.33986 0.54270 -4.79662 0.0 0.0 0.0 0.000
H -3.06770 -0.87906 -6.78368 0.0 0.0 0.0 0.000
H -1.32118 -2.64939 -6.78264 0.0 0.0 0.0 0.000
H 0.06177 -3.00156 -4.81067 0.0 0.0 0.0 0.000
H 0.85709 0.40085 -3.95356 0.0 0.0 0.0 0.000
H 2.86979 1.47335 -4.80646 0.0 0.0 0.0 0.000
H 5.09541 0.43845 -4.43890 0.0 0.0 0.0 0.000
H 5.25575 -1.68377 -3.17877 0.0 0.0 0.0 0.000
H 3.27118 -2.73114 -2.25548 0.0 0.0 0.0 0.000
H 2.18014 -4.23451 -2.83851 0.0 0.0 0.0 0.000
H 1.72591 -6.63032 -2.80315 0.0 0.0 0.0 0.000
H -0.53885 -7.47350 -2.28783 0.0 0.0 0.0 0.000
H -2.37285 -5.86604 -1.84012 0.0 0.0 0.0 0.000
H -1.94278 -3.46118 -1.91779 0.0 0.0 0.0 0.001
```
Positions in Å, forces in eV/Å.